{
  "formula": "C25H48BNP2Pd",
  "method": "the ωB97M-V functional and the def2-TZVPD basis",
  "total_charge": 2,
  "e_lumo_ha": [-0.2403, -0.3455],
  "gap_ev": [7.017, 3.921],
  "spin_multiplicity": 5,
  "s_squared": 6.01,
  "e_homo_ha": [-0.4981, -0.4896],
  "symbols": ["Pd", "P", "P", "N", "C", "C", "C", "C", "C", "C", "C", "C", "C", "C", "C", "C", "C", "C", "C", "C", "C", "C", "C", "C", "C", "C", "C", "C", "C", "B", "H", "H", "H", "H", "H", "H", "H", "H", "H", "H", "H", "H", "H", "H", "H", "H", "H", "H", "H", "H", "H", "H", "H", "H", "H", "H", "H", "H", "H", "H", "H", "H", "H", "H", "H", "H", "H", "H", "H", "H", "H", "H", "H", "H", "H", "H", "H", "H"],
  "positions_angstrom": [[1.300, 1.743, -1.672], [-2.047, 1.107, -0.721], [-0.220, -2.579, -0.686], [-2.498, -1.553, 0.599], [3.706, 2.511, -3.064], [3.602, 0.964, -3.174], [0.316, 1.114, 2.135], [2.426, 0.275, -2.515], [2.467, 3.205, -2.556], [2.074, -0.189, 1.428], [-1.548, -2.966, -1.888], [3.640, 1.646, 0.575], [-3.082, -1.802, 1.583], [1.128, 0.237, -3.108], [0.918, 2.411, -4.483], [1.241, 1.966, 1.495], [-0.970, 1.495, 2.767], [-3.785, 1.200, -0.130], [-2.380, 1.015, -2.530], [1.182, 3.113, -3.164], [1.169, -3.230, -1.702], [2.986, -1.337, 1.224], [0.829, 0.865, -4.442], [-1.809, 2.945, -0.719], [2.340, 1.159, 1.062], [-0.338, -3.997, 0.467], [0.863, -0.199, 2.159], [0.292, -1.323, 2.912], [1.167, 3.440, 1.400], [-3.890, -2.108, 2.844], [0.212, -1.054, 3.982], [4.372, 1.705, 1.404], [-4.308, 1.963, -0.718], [3.546, 2.640, 0.119], [0.546, -0.676, -2.888], [1.867, 3.925, 2.098], [1.686, 2.703, -5.209], [0.926, -2.213, 2.843], [0.590, -4.061, 1.052], [-3.305, 1.567, -2.723], [2.442, -2.285, 1.280], [-0.174, 0.558, -4.766], [-5.044, -2.295, 2.546], [0.510, 3.928, -2.895], [4.032, 2.917, -4.037], [-0.476, -4.904, -0.127], [-1.705, 0.685, 2.672], [-2.508, -0.031, -2.828], [-3.823, -1.157, 3.617], [1.408, 3.804, 0.392], [-3.457, -3.104, 3.400], [3.490, -1.315, 0.251], [-3.780, 1.474, 0.932], [4.475, 0.546, -2.662], [-1.598, -4.047, -2.028], [1.330, -2.611, -2.591], [3.776, -1.357, 1.995], [1.513, 0.474, -5.200], [0.156, 3.786, 1.646], [4.048, 0.950, -0.171], [-0.826, 1.688, 3.841], [-2.491, -2.582, -1.483], [-0.790, 3.252, -1.002], [-2.050, 3.348, 0.274], [-4.262, 0.223, -0.231], [-0.036, 2.798, -4.870], [-1.344, -2.465, -2.841], [2.660, -0.563, -1.843], [3.628, 0.690, -4.234], [2.664, 4.055, -1.885], [-1.387, 2.405, 2.322], [4.504, 2.770, -2.346], [0.935, -4.260, -2.003], [-1.563, 1.450, -3.117], [-0.722, -1.562, 2.551], [2.091, -3.215, -1.108], [-2.527, 3.352, -1.448], [-1.177, -3.848, 1.157]],
  "forces_ev_per_angstrom": [[-2.45, -0.36, 4.01], [0.21, 0.79, -0.35], [-1.34, -2.59, -0.91], [0.46, -0.25, 0.22], [0.42, 0.11, 0.39], [0.48, -0.15, 0.25], [-0.91, 0.04, 0.46], [-0.62, -0.89, -1.68], [-0.35, 0.78, -1.43], [0.38, 0.22, -0.01], [-0.49, 1.30, 0.21], [0.43, 0.17, -0.50], [0.40, 0.05, -0.74], [1.64, -1.63, -0.72], [-0.41, 0.31, -0.24], [0.73, 0.07, -0.35], [-0.04, -0.01, -0.23], [0.26, -0.38, 0.29], [-0.04, -0.47, 0.01], [1.67, 1.35, -0.90], [0.98, 1.05, 0.20], [0.03, -0.33, -0.15], [-0.46, 0.19, -0.17], [-0.09, 0.08, 0.04], [-0.22, -0.02, 0.41], [0.01, 0.85, 1.04], [-0.29, -0.27, 0.13], [0.03, -0.37, 0.19], [-0.44, 0.32, 0.02], [-0.30, 0.32, 1.09], [-0.12, -0.08, -0.34], [-0.27, 0.02, -0.29], [0.01, -0.14, 0.16], [0.19, -0.17, 0.19], [-0.09, 0.91, 0.34], [-0.10, -0.17, -0.16], [-0.07, 0.09, 0.19], [-0.21, 0.15, 0.05], [-0.22, -0.16, -0.13], [0.14, -0.11, -0.20], [0.12, 0.11, 0.13], [0.28, 0.07, 0.16], [-0.02, -0.10, -0.17], [-0.19, -0.31, 0.08], [-0.24, 0.01, 0.32], [0.06, 0.13, -0.02], [0.12, 0.09, 0.08], [-0.07, 0.16, -0.12], [0.15, -0.09, -0.30], [0.07, -0.04, 0.18], [0.12, -0.05, -0.25], [-0.02, 0.18, 0.18], [-0.14, -0.08, -0.21], [0.09, 0.07, -0.55], [0.15, 0.03, 0.05], [-0.02, -0.27, 0.09], [-0.21, 0.02, -0.17], [0.07, -0.21, 0.13], [0.30, 0.02, -0.06], [0.08, 0.21, 0.20], [-0.01, -0.06, -0.10], [0.16, -0.27, -0.19], [-0.19, 0.05, 0.07], [0.17, 0.03, -0.27], [-0.04, 0.19, 0.02], [0.37, -0.09, 0.07], [-0.02, -0.18, 0.07], [-0.13, 0.50, 0.04], [0.08, -0.18, 0.19], [-0.32, -0.41, -0.13], [0.11, -0.16, 0.14], [-0.20, -0.19, -0.42], [-0.11, 0.29, 0.17], [-0.10, -0.04, 0.13], [0.17, 0.10, 0.18], [-0.09, -0.19, -0.22], [0.30, 0.20, 0.25], [0.17, -0.15, -0.22]],
  "lowdin_spin": [0.599, 0.051, 0.513, 0.078, 0.008, 0.004, 0.333, 0.055, 0.088, 0.316, 0.049, 0.044, 0.026, 0.094, 0.006, 0.314, 0.048, 0.011, 0.003, 0.067, 0.100, 0.047, 0.009, 0.013, 0.295, 0.058, 0.328, 0.053, 0.054, 0.034, 0.017, 0.019, 0.001, 0.003, 0.011, 0.019, 0.001, -0.001, 0.000, 0.001, 0.003, 0.000, 0.018, 0.008, 0.001, 0.013, 0.008, 0.000, 0.001, 0.016, 0.024, 0.006, 0.000, 0.000, 0.012, 0.001, 0.020, 0.002, 0.000, 0.006, 0.023, 0.000, 0.004, 0.000, 0.000, 0.000, 0.000, 0.008, 0.000, 0.010, 0.003, 0.000, 0.019, 0.000, 0.017, 0.000, 0.002, 0.000]
}